No. 1
C22H42GaGeN3O3S | ωB97M-V/def2-TZVPD

Each line ends with the Löwdin charge.
Element x y z (Å)
Ga: 0.63721 -0.42219 -0.69671  0.453
C: -1.90264 2.70238 -1.64264  -0.016
C: -0.41739 2.44382 -1.42081  -0.626
C: 0.21535 3.59452 -0.64942  -0.002
C: 0.26263 2.25522 -2.78005  -0.001
O: -0.26500 1.22323 -0.62735  -0.285
Ge: -1.40717 0.95168 1.13678  1.380
O: 0.02815 1.23376 2.23088  -0.259
C: 0.18847 1.83044 3.49631  -0.655
C: 0.08044 0.79473 4.60815  -0.005
C: 1.64718 2.40803 3.49969  0.023
C: -0.78003 2.99813 3.68327  -0.006
O: -0.74904 -0.93233 0.56903  -0.309
C: -1.20965 -2.16266 1.20772  -0.621
C: -1.94395 -3.03152 0.19315  0.002
C: 0.00415 -2.92784 1.74358  -0.003
C: -2.12954 -1.77793 2.35828  -0.028
H: -2.04364 3.66462 -2.13148  0.119
H: -2.34807 1.93294 -2.27229  0.086
H: -2.44090 2.73581 -0.68581  0.072
H: 0.20657 4.50397 -1.24727  0.117
H: -0.34480 3.78247 0.27135  0.084
H: 1.25029 3.36340 -0.38746  0.093
H: -0.14268 2.96796 -3.49518  0.118
H: 1.33682 2.43541 -2.72279  0.087
H: 0.06287 1.25041 -3.16261  0.084
H: 0.77081 -0.03440 4.44742  0.093
H: 0.30768 1.24743 5.57083  0.114
H: -0.93789 0.40009 4.64788  0.091
H: 2.37128 1.59371 3.49379  0.087
H: 1.79097 3.05395 2.63365  0.092
H: 1.77804 2.98997 4.40882  0.114
H: -1.80758 2.61722 3.63368  0.095
H: -0.62621 3.47335 4.64882  0.116
H: -0.65400 3.74536 2.89767  0.094
H: -1.26359 -3.35303 -0.59725  0.090
H: -2.33536 -3.92142 0.68330  0.116
H: -2.77749 -2.48627 -0.24735  0.091
H: 0.74219 -3.07407 0.94818  0.087
H: 0.46241 -2.40387 2.58682  0.092
H: -0.30603 -3.90875 2.09809  0.118
H: -3.02689 -1.27344 1.98139  0.095
H: -2.44770 -2.66266 2.90633  0.123
H: -1.61157 -1.11747 3.06144  0.065
N: 1.98447 -0.45531 0.94451  0.055
C: 3.34334 -1.06590 0.94417  -0.169
C: 4.22874 -0.40105 -0.09660  -0.152
C: 3.71882 -0.64042 -1.50821  -0.178
N: 2.44555 0.10529 -1.75757  0.037
H: 2.06803 0.53129 1.19405  0.102
H: 1.43647 -0.86359 1.69945  0.073
H: 3.24856 -2.13206 0.73247  0.132
H: 3.79184 -0.96327 1.93349  0.140
H: 5.23566 -0.80928 -0.01340  0.144
H: 4.30076 0.67459 0.10117  0.132
H: 3.53813 -1.70785 -1.64833  0.116
H: 4.47226 -0.32692 -2.23100  0.143
H: 2.27137 0.12580 -2.76167  0.113
H: 2.61792 1.07860 -1.50460  0.108
S: 0.06168 -3.20978 -4.23654  1.228
C: 0.78083 -2.32839 -2.98742  -0.413
N: -0.00167 -1.49860 -2.32595  -0.016
C: -1.30484 -1.54047 -2.82117  -0.295
C: -2.41632 -0.83913 -2.35155  -0.044
C: -3.63516 -1.02940 -2.96906  -0.025
C: -3.76710 -1.90774 -4.05016  -0.018
C: -2.67909 -2.60583 -4.53260  -0.031
C: -1.45098 -2.42532 -3.89974  -0.414
H: 1.82456 -2.46071 -2.74184  0.083
H: -2.32077 -0.18837 -1.49462  0.080
H: -4.50406 -0.49174 -2.61437  0.127
H: -4.73675 -2.05534 -4.50488  0.132
H: -2.77696 -3.27327 -5.37786  0.134

As for the net charge: +3. Its HOMO energy (alpha / beta) is -17.302 / -17.301 eV. As for the multiplicity: 2. The calculation puts the largest force on an atom at 2.83 eV/A. The energy above the lowest of the compared OMol25 structures with the same formula, charge and spin is 0.0000 eV.

***

No. 2
C5H8N | ωB97M-V/def2-TZVPD

Each line ends with the Löwdin charge.
Element x y z (Å)
C: 0.14894 1.43548 0.16618  -0.279
C: 0.06865 2.68718 0.40431  0.345
C: 0.47950 0.72237 -1.10796  0.043
C: 0.92932 -0.90495 0.68163  -0.008
C: -1.32875 -0.48640 0.18463  0.043
N: 0.04294 -0.03987 0.06041  -0.296
H: -0.41271 0.71365 -1.71729  0.131
H: 1.42214 0.75600 -1.74234  0.191
H: 2.01870 -0.52479 0.55973  0.168
H: 0.64674 -0.90840 1.71362  0.112
H: 0.93493 -1.94073 0.36864  0.129
H: -1.43577 -1.16260 -0.67860  0.136
H: -1.51297 -0.72468 1.23709  0.135
H: -2.00166 0.37773 -0.13005  0.148

As for the net charge: +1. Its HOMO energy is -15.855 eV. The calculation puts the largest force on an atom at 5.27 eV/A. The energy above the lowest of the compared OMol25 structures with the same formula, charge and spin is 7.5310 eV.

***

No. 3
C42H32Cl2N5O4PSZn | ωB97M-V/def2-TZVPD

Each line ends with the Löwdin charge.
Element x y z (Å)
Zn: 0.07401 -0.03787 0.15037  0.379
N: 0.14698 -1.96960 -1.19767  0.048
C: 0.04063 -1.99420 -2.61778  -0.291
C: 0.62525 -3.00802 -3.37195  -0.024
C: 0.48310 -3.02321 -4.74771  -0.073
C: -0.25950 -2.03662 -5.38694  -0.078
C: -0.82626 -1.01970 -4.64168  -0.081
C: -0.66956 -0.97625 -3.25706  -0.295
P: -1.23646 0.41389 -2.23836  1.089
C: -3.04750 0.48367 -2.45807  -0.345
C: -3.83785 0.00905 -1.41463  -0.093
C: -5.22278 0.03776 -1.51864  -0.073
C: -5.82540 0.54323 -2.65882  -0.085
C: -5.04231 1.01465 -3.70627  -0.079
C: -3.66147 0.98326 -3.60762  -0.097
C: -0.65246 1.86792 -3.17984  -0.383
C: -1.32954 3.08394 -3.08470  -0.111
C: -0.80853 4.23147 -3.66132  -0.073
C: 0.39882 4.18036 -4.34103  -0.080
C: 1.08089 2.97772 -4.43924  -0.071
C: 0.56358 1.83112 -3.85928  -0.116
H: 0.90891 -2.54753 -0.86499  0.095
H: -0.71602 -2.28373 -0.75523  0.063
H: 1.18098 -3.79089 -2.86981  0.113
H: 0.94248 -3.81534 -5.32458  0.106
H: -0.38266 -2.05648 -6.46150  0.104
H: -1.37745 -0.23196 -5.13980  0.106
H: -3.37051 -0.40458 -0.53088  0.076
H: -5.82697 -0.33991 -0.70347  0.106
H: -6.90484 0.56701 -2.73785  0.103
H: -5.50929 1.40808 -4.60004  0.104
H: -3.05851 1.36860 -4.41972  0.102
H: -2.27700 3.14133 -2.56319  0.083
H: -1.34730 5.16648 -3.57521  0.104
H: 0.81035 5.07669 -4.78644  0.103
H: 2.03120 2.93221 -4.95508  0.108
H: 1.12341 0.90725 -3.91877  0.106
Cl: 2.51151 -0.93004 1.45163  0.726
C: 3.49834 0.48797 1.23047  -0.648
C: 4.67873 0.54322 1.95053  -0.123
C: 5.50768 1.64385 1.82018  -0.090
C: 5.14112 2.67227 0.96844  -0.124
C: 3.95394 2.59318 0.26360  -0.687
Cl: 3.56374 3.91559 -0.79386  0.649
C: 3.07391 1.50242 0.36496  -0.695
S: 1.61380 1.49595 -0.59493  0.624
H: 4.93573 -0.27729 2.60526  0.101
H: 6.43307 1.69888 2.37628  0.104
H: 5.76816 3.54323 0.84171  0.100
O: -2.27042 -2.08743 0.47974  -0.001
C: -1.51275 -2.05587 1.45733  -0.603
O: -0.38754 -1.45590 1.47660  -0.181
C: -1.90257 -2.77253 2.72851  -0.110
C: -3.18742 -3.28911 2.85062  -0.001
C: -3.58053 -3.94142 4.00935  -0.050
C: -2.68780 -4.09282 5.05810  0.003
C: -1.40944 -3.57734 4.91226  -0.131
C: -0.99629 -2.91351 3.77135  0.066
N: -0.45451 -3.74103 6.02265  -0.353
O: -0.86751 -4.24410 7.05070  0.073
O: 0.69007 -3.37864 5.84204  0.083
H: -3.86629 -3.17141 2.01682  0.120
H: -4.58361 -4.33634 4.09746  0.109
H: -2.96058 -4.59590 5.97291  0.118
H: 0.00198 -2.50912 3.69437  0.128
C: -3.01303 1.59966 2.89615  -0.024
C: -1.88024 0.98283 2.39108  -0.102
N: -1.40381 1.25711 1.17704  0.029
C: -2.03416 2.17169 0.44316  -0.100
C: -3.19105 2.82085 0.84615  -0.193
C: -3.68872 2.51175 2.10724  -0.007
C: -3.89232 3.70301 -0.11012  -0.025
C: -4.29812 4.97313 0.04469  -0.019
C: -4.06373 5.87980 1.18806  -0.269
C: -4.82681 7.03877 1.31965  -0.010
C: -4.55464 7.85962 2.40036  -0.129
N: -3.60334 7.58309 3.28463  0.079
C: -2.92456 6.46500 3.06484  -0.196
N: -3.09903 5.60389 2.07408  0.143
H: -3.36613 1.34552 3.88590  0.111
H: -1.34133 0.23669 2.95799  0.113
H: -1.58294 2.40376 -0.51381  0.078
H: -4.59502 2.98477 2.46047  0.124
H: -4.12410 3.22451 -1.05775  0.104
H: -4.86305 5.41542 -0.76687  0.107
H: -5.60075 7.28467 0.60614  0.109
H: -5.11625 8.77284 2.56375  0.109
H: -2.13468 6.23150 3.77197  0.112

Its HOMO energy is -7.541 eV. The calculation puts the largest force on an atom at 0.56 eV/A. The energy above the lowest of the compared OMol25 structures with the same formula, charge and spin is 0.0000 eV.

***

No. 4
C18H24Br2HgN2OS4 | ωB97M-V/def2-TZVPD

Each line ends with the Löwdin charge.
Element x y z (Å)
Hg: 0.45359 0.35452 0.02965  0.795
C: -2.59817 -2.30189 0.23539  -0.526
C: -1.45797 -3.29872 0.35655  -0.504
S: 0.08441 -2.70062 -0.42078  0.809
C: 1.30438 -3.55903 0.63286  -0.514
C: 2.67731 -2.91874 0.59552  -0.530
S: 2.85462 -1.27590 1.35856  0.800
C: 2.38057 -1.54750 3.10044  -0.509
C: 1.74238 -0.31920 3.72687  -0.527
S: 0.09139 0.18707 3.15692  0.796
C: -0.87814 -1.34066 3.31681  -0.521
C: -2.27722 -1.09120 2.77537  -0.519
S: -2.33815 -0.67275 0.99964  0.790
H: -3.49948 -2.72693 0.67748  0.084
H: -2.79981 -2.06905 -0.81066  0.075
H: -1.73833 -4.22352 -0.14835  0.085
H: -1.24817 -3.53016 1.40004  0.065
H: 1.39119 -4.57910 0.25843  0.088
H: 0.91152 -3.59485 1.64836  0.053
H: 2.99063 -2.74884 -0.43512  0.075
H: 3.39692 -3.58464 1.07133  0.086
H: 3.29671 -1.76383 3.65004  0.083
H: 1.73410 -2.41996 3.16138  0.059
H: 2.35059 0.56629 3.53747  0.071
H: 1.68051 -0.46692 4.80534  0.083
H: -0.92029 -1.62496 4.36996  0.095
H: -0.37262 -2.11774 2.74593  0.036
H: -2.72781 -0.23164 3.27143  0.071
H: -2.91196 -1.96205 2.94036  0.088
Br: 0.11642 7.07510 -1.56053  0.797
C: -0.23787 5.25239 -1.19876  -0.665
C: -0.61741 4.85198 0.07207  -0.089
C: -0.82876 3.49716 0.27306  -0.129
N: -0.71866 2.59665 -0.69455  0.034
C: -0.36177 2.98366 -1.91496  -0.223
C: -0.09244 4.31671 -2.20882  -0.049
C: -0.23464 1.89882 -2.92471  -0.206
C: -0.21625 2.15952 -4.29114  -0.047
C: -0.09327 1.09374 -5.16564  -0.663
Br: -0.05245 1.41128 -7.02631  0.804
C: 0.00189 -0.19755 -4.67716  -0.083
C: -0.01719 -0.35919 -3.30116  -0.128
N: -0.13052 0.65354 -2.45223  0.025
H: -0.72998 5.56528 0.87555  0.110
H: -1.10657 3.12202 1.25191  0.114
H: 0.26020 4.61818 -3.18368  0.108
H: -0.31595 3.16115 -4.68203  0.108
H: 0.07986 -1.04561 -5.34153  0.111
H: 0.06834 -1.34371 -2.85417  0.064
O: 2.46778 2.60152 0.39779  -0.111
H: 3.34278 2.34486 0.70793  0.041
H: 2.45768 3.56558 0.38785  0.041

As for the net charge: +1. Its HOMO energy (alpha / beta) is -9.151 / -11.180 eV. As for the multiplicity: 2. The calculation puts the largest force on an atom at 0.45 eV/A. The energy above the lowest of the compared OMol25 structures with the same formula, charge and spin is 0.0534 eV.

***

No. 5
C9H24LuO3P2 | ωB97M-V/def2-TZVPD

Each line ends with the Löwdin charge.
Element x y z (Å)
Lu: 0.40936 -0.57059 -0.41143  0.814
H: 1.88598 0.10189 0.55278  -0.165
H: 0.48284 1.21726 1.62473  0.065
P: 1.06828 0.65533 -2.69826  0.652
P: -0.32193 -2.03568 1.76122  0.657
C: -2.06867 -2.16237 2.28218  -0.262
H: -2.16280 -2.89145 3.09254  0.057
H: -2.38982 -1.16977 2.62573  0.034
H: -2.68641 -2.46643 1.42871  0.049
C: 0.14454 -3.77496 1.42868  -0.277
H: 1.23476 -3.83497 1.30104  0.048
H: -0.16277 -4.42929 2.25045  0.056
H: -0.33228 -4.09607 0.49389  0.039
C: 0.42393 -1.70656 3.39483  -0.265
H: 0.06396 -0.72648 3.74226  0.034
H: 0.13601 -2.49005 4.10779  0.059
H: 1.51827 -1.67480 3.29497  0.050
C: 1.66596 -0.67592 -3.82692  -0.275
H: 1.98695 -0.24451 -4.78748  0.059
H: 2.51194 -1.19825 -3.36151  0.048
H: 0.85344 -1.39142 -3.99261  0.039
C: -0.01725 1.60812 -3.81296  -0.272
H: -0.29946 2.54828 -3.32515  0.048
H: 0.49995 1.82832 -4.75764  0.060
H: -0.92632 1.03132 -4.02238  0.051
C: 2.53192 1.75194 -2.64537  -0.279
H: 3.32689 1.27070 -2.05884  0.045
H: 2.90331 1.96243 -3.66038  0.060
H: 2.25657 2.69783 -2.15986  0.050
C: -1.62994 0.60351 -0.41238  -0.083
O: -2.67565 1.09026 -0.44717  0.164
H: -0.59030 -1.74325 -1.38464  -0.160
C: -1.62456 3.68791 1.98695  -0.020
O: -0.76235 2.75815 1.32940  -0.094
C: -0.52511 1.59962 1.91948  -0.445
O: -1.24066 1.07870 2.76336  0.043
H: -1.20201 3.98450 2.94901  0.110
H: -2.62901 3.25655 2.11068  0.106
H: -1.65758 4.55019 1.32429  0.101

As for the net charge: +1. Its HOMO energy is -11.667 eV. The calculation puts the largest force on an atom at 5.87 eV/A. The energy above the lowest of the compared OMol25 structures with the same formula, charge and spin is 0.0000 eV.

***

No. 6
H10N4Si2 | ωB97M-V/def2-TZVPD

Each line ends with the Löwdin charge.
Element x y z (Å)
H: -4.44276 0.50960 -1.84190  -0.050
N: -3.67401 0.84314 -1.20336  -0.234
Si: -3.49327 0.06914 0.21758  0.480
N: -2.02467 0.14658 1.11918  -0.112
H: -4.21260 -0.68425 1.24426  -0.061
H: -1.38702 0.76822 0.57238  0.056
H: -2.06681 0.02247 2.03670  -0.051
N: 1.08135 -1.18807 0.95685  -0.157
Si: 1.93541 -0.60753 -0.45962  0.417
N: 2.44509 1.12631 -0.45156  -0.158
H: 1.49725 -0.82187 1.80216  0.000
H: 0.01118 -1.20078 1.05875  0.023
H: 1.30167 -1.00621 -1.64650  -0.088
H: 3.25643 -1.35542 -0.61963  -0.060
H: 2.27555 1.61622 -1.33321  0.007
H: 2.16182 1.65047 0.35839  -0.012

Its HOMO energy is -9.538 eV. The calculation puts the largest force on an atom at 7.67 eV/A. The energy above the lowest of the compared OMol25 structures with the same formula, charge and spin is 2.0713 eV. The SMILES is [H]/N=[SiH]/N.N[SiH2]N.

***

No. 7
C4H8NO | ωB97M-V/def2-TZVPD

Each line ends with the Löwdin charge.
Element x y z (Å)
C: -1.40538 0.54649 0.88836  0.009
C: -0.19560 -0.31865 0.53628  -0.198
C: 1.17874 0.05691 -0.17922  -0.019
C: 0.73337 -0.91902 -1.34661  -0.007
N: -0.43419 -1.26679 -0.59315  -0.110
O: -1.23798 -2.19370 -0.67219  0.251
H: -1.20924 1.28365 1.70202  0.122
H: -2.11580 -0.20093 1.25703  0.100
H: -1.78596 1.07269 0.07912  0.066
H: -0.14892 -1.10829 1.31625  0.186
H: 2.00323 -0.35271 0.47866  0.137
H: 1.55356 1.03184 -0.53928  0.132
H: 0.31578 -0.13089 -1.97411  0.169
H: 1.30774 -1.72101 -1.81101  0.163

As for the net charge: +1. Its HOMO energy is -16.929 eV. The calculation puts the largest force on an atom at 4.68 eV/A. The energy above the lowest of the compared OMol25 structures with the same formula, charge and spin is 3.9147 eV. The SMILES is C[C@@H]1CC[N+]1=O.

***

Question: Look up the energy above the lowest of the compared OMol25 structures with the same formula, charge and spin of the seventh one.
Answer: 3.9147 eV

***

Question: The highest energy above the lowest of the compared OMol25 structures with the same formula, charge and spin belongs to which entry?
Answer: C5H8N

***

Question: Look up the largest force on an atom of the second one.
Answer: 5.27 eV/A

***

Question: What is the formula in the fifth record?
Answer: C9H24LuO3P2